Molecular formula: C25H21N4ORhS6Sb
Method: DFT, ωB97M-V/def2-TZVPD

The HOMO-LUMO gap is 5.7 eV. Its strongest force on any atom is 0.862 eV Å⁻¹. Its net charge is -1. For the energy above the lowest of the compared OMol25 structures with the same formula, charge and spin, the calculation gives 0.330 eV. As for the LUMO energy: 0.04990 hartree. For the electronic energy, the calculation gives -3999.5594 Ha. The value obtained for the HOMO energy is -4.4 eV.

XYZ file:
```
59
Properties=species:S:1:pos:R:3:lowdin_charge:R:1
Rh -0.079 0.106 0.017 0.184
S 0.665 -1.683 1.096 0.595
C -0.884 -2.402 1.442 -0.744
N -1.089 -3.576 1.935 0.051
N -0.016 -4.343 2.113 -0.009
C -0.143 -5.654 2.566 -0.238
C -1.360 -6.159 3.012 -0.034
C -1.429 -7.473 3.449 -0.100
C -0.305 -8.288 3.450 -0.118
C 0.906 -7.770 3.010 -0.101
C 0.994 -6.460 2.571 -0.033
N -2.103 -1.707 1.245 0.074
N -1.987 -0.665 0.561 -0.108
C -3.224 0.071 0.427 -0.241
C -3.580 0.503 -0.838 -0.035
C -4.776 1.186 -1.005 -0.083
C -5.586 1.448 0.092 -0.092
C -5.210 1.011 1.356 -0.082
C -4.027 0.307 1.528 -0.029
H 0.879 -4.029 1.753 0.086
H -2.233 -5.522 3.001 0.099
H -2.378 -7.862 3.795 0.097
H -0.373 -9.315 3.783 0.091
H 1.793 -8.391 3.002 0.099
H 1.938 -6.059 2.223 0.113
H -2.933 0.270 -1.676 0.084
H -5.070 1.517 -1.991 0.103
H -6.509 1.998 -0.039 0.100
H -5.840 1.214 2.212 0.099
H -3.719 -0.053 2.500 0.109
S 2.380 1.338 -4.030 -0.255
Sb 2.178 -0.179 -2.366 -0.193
S 2.095 0.869 -0.212 -0.044
S -0.164 -0.760 -2.023 0.030
S 3.499 -1.998 -2.307 -0.275
O -0.654 2.081 -0.800 -0.674
S -1.043 2.537 -2.190 0.987
C -2.552 3.468 -1.931 -0.382
C -2.845 3.977 -0.676 -0.059
C -4.029 4.675 -0.498 -0.073
C -4.902 4.862 -1.564 -0.088
C -4.595 4.346 -2.815 -0.087
C -3.416 3.636 -3.000 -0.099
C 0.024 3.934 -2.514 -0.380
C 0.949 4.303 -1.557 -0.068
C 1.783 5.378 -1.831 -0.064
C 1.685 6.055 -3.036 -0.084
C 0.752 5.659 -3.988 -0.080
C -0.085 4.588 -3.730 -0.087
H -2.157 3.801 0.141 0.118
H -4.273 5.076 0.478 0.106
H -5.829 5.400 -1.415 0.100
H -5.277 4.485 -3.644 0.103
H -3.178 3.205 -3.965 0.113
H 1.045 3.723 -0.650 0.081
H 2.534 5.665 -1.107 0.106
H 2.351 6.881 -3.249 0.099
H 0.691 6.173 -4.939 0.102
H -0.794 4.254 -4.478 0.109
```

***

Molecular formula: C25H22AsClCuO
Method: DFT, ωB97M-V/def2-TZVPD

The HOMO-LUMO gap is 4.2 eV. Its strongest force on any atom is 2.610 eV Å⁻¹. Its net charge is -1. As for the LUMO energy: 0.08750 hartree. For the electronic energy, the calculation gives -5377.4341 Ha. The value obtained for the HOMO energy is -1.8 eV.

XYZ file:
```
51
Properties=species:S:1:pos:R:3:lowdin_charge:R:1
Cu -1.178 -1.455 1.280 -0.060
O -1.662 0.279 0.761 -0.597
As -0.571 1.261 0.019 1.226
C 0.766 1.608 1.409 -0.259
C 2.129 1.325 1.245 -0.088
C 3.035 1.599 2.276 -0.082
C 2.585 2.157 3.475 -0.088
C 1.228 2.442 3.645 -0.077
C 0.323 2.169 2.615 -0.079
C -0.258 0.391 -1.708 -0.292
C 1.016 0.000 -2.146 -0.121
C 1.174 -0.616 -3.393 -0.078
C 0.062 -0.845 -4.208 -0.089
C -1.209 -0.458 -3.778 -0.081
C -1.367 0.158 -2.533 -0.085
C -1.572 2.902 -0.293 -0.292
C -2.912 3.015 0.103 -0.078
C -3.613 4.203 -0.131 -0.082
C -2.978 5.278 -0.760 -0.095
C -1.642 5.167 -1.155 -0.094
C -0.940 3.980 -0.922 -0.102
H 2.505 0.899 0.336 0.076
H 4.086 1.378 2.145 0.098
H 3.287 2.368 4.272 0.096
H 0.878 2.875 4.573 0.100
H -0.727 2.395 2.756 0.109
H 1.888 0.164 -1.545 0.075
H 2.159 -0.916 -3.726 0.100
H 0.187 -1.322 -5.172 0.095
H -2.070 -0.634 -4.408 0.098
H -2.357 0.455 -2.209 0.108
H -3.414 2.190 0.590 0.104
H -4.648 4.289 0.174 0.098
H -3.521 6.197 -0.941 0.094
H -1.150 6.000 -1.642 0.095
H 0.095 3.899 -1.230 0.099
Cl 1.802 -7.778 1.628 0.558
C 1.324 -6.167 1.127 -0.701
C 1.554 -5.074 1.970 -0.127
C 1.173 -3.789 1.571 -0.080
C 0.560 -3.588 0.325 -0.335
C 0.158 -2.205 -0.086 -0.231
C 0.332 -4.688 -0.518 -0.068
C 0.713 -5.972 -0.117 -0.139
H 2.026 -5.219 2.933 0.088
H 1.355 -2.951 2.232 0.092
H -0.321 -2.199 -1.089 0.027
H 1.053 -1.548 -0.117 0.014
H -0.141 -4.554 -1.483 0.095
H 0.533 -6.815 -0.772 0.084
H -1.735 -2.252 2.620 -0.128
```